# C10H19IO5S

A single C10H19IO5S molecule in a non-equilibrium geometry (ωB97M-V/def2-TZVPD, the Open Molecules 2025 dataset).

Computed properties:
LUMO   -0.29 eV
Gap between HOMO and LUMO   0.350 hartree
Largest force on an atom   6.6 eV Å⁻¹
Highest occupied orbital energy   -9.819 eV
Structure (SMILES)   COCCCCCCC[C@H]1OS(=O)(=O)O[C@@H]1I

Structure (ORCA input):
```
! RIJCOSX wB97M-V def2-TZVPD def2/J DEFGRID3
* xyz 0 1
C -4.289 0.114 -2.424
O -3.236 0.811 -3.210
C -3.049 2.200 -2.724
C -2.818 2.276 -1.070
C -1.566 1.274 -0.739
C -1.098 1.299 0.866
C 0.433 0.665 0.850
C 0.858 -0.121 2.222
C 1.172 -1.693 1.897
C 2.448 -1.986 0.925
O 3.156 -0.904 0.233
S 4.848 -0.795 0.439
O 5.321 0.645 0.749
O 5.505 -1.179 -0.941
O 4.951 -2.012 1.629
C 3.714 -2.829 1.620
I 4.202 -4.363 0.106
H -4.836 -0.727 -3.032
H -3.824 -0.364 -1.435
H -5.088 0.906 -2.025
H -3.864 2.953 -3.103
H -2.005 2.556 -3.181
H -2.565 3.420 -0.861
H -3.801 2.053 -0.466
H -1.719 0.157 -1.066
H -0.625 1.697 -1.341
H -0.990 2.428 1.223
H -1.816 0.663 1.543
H 0.402 -0.169 -0.005
H 1.250 1.443 0.471
H 0.003 -0.083 3.054
H 1.865 0.350 2.656
H 0.224 -2.286 1.481
H 1.416 -2.210 2.943
H 2.011 -2.760 0.135
H 3.412 -3.430 2.578
*
```

# C10H19InN2O7

A molecular structure, C10H19InN2O7 in a non-equilibrium geometry (ωB97M-V/def2-TZVPD, the Open Molecules 2025 dataset).

Computed properties:
LUMO   3.66 eV
Gap between HOMO and LUMO   0.124 hartree
Largest force on an atom   11.3 eV Å⁻¹
Highest occupied orbital energy   0.276 eV

Structure (ORCA input):
```
! RIJCOSX wB97M-V def2-TZVPD def2/J DEFGRID3
* xyz -2 1
N -5.750 -2.965 -4.106
C -4.874 -1.994 -4.256
O -3.610 -1.188 -4.264
In -3.679 0.161 -2.661
N -1.721 0.245 -1.809
C -5.161 -0.399 -1.043
O -6.247 0.309 -0.688
O -4.922 -1.668 -0.314
H -4.179 1.754 -3.319
H -1.205 1.130 -2.089
H -1.716 0.121 -0.770
O 0.543 0.691 -0.295
C 1.451 1.386 -0.744
O 1.674 1.447 -2.075
C 2.587 2.359 -2.712
C 3.999 1.806 -2.701
C 2.387 2.108 0.183
H 2.520 3.356 -2.267
H 2.251 2.461 -3.749
H 4.373 1.673 -1.682
H 4.680 2.477 -3.233
H 4.028 0.821 -3.178
H 3.157 1.415 0.525
H 1.813 2.467 1.043
H 2.854 2.987 -0.259
O 1.250 -0.683 5.800
C 1.010 -1.161 4.694
O 0.450 -0.402 3.727
C 0.292 -0.807 2.356
C -0.974 -1.622 2.174
C 1.250 -2.619 4.424
H 1.184 -1.327 1.994
H 0.213 0.113 1.767
H -0.946 -2.546 2.757
H -1.118 -1.881 1.122
H -1.845 -1.056 2.521
H 0.403 -3.196 4.800
H 2.160 -2.923 4.953
H 1.417 -2.851 3.374
*
```

# C10H19N2O2

A gas-phase ion, C10H19N2O2 (charge +1) in a non-equilibrium geometry (ωB97M-V/def2-TZVPD, the Open Molecules 2025 dataset).

Computed properties:
LUMO   -2.71 eV
Gap between HOMO and LUMO   0.369 hartree
Largest force on an atom   6.0 eV Å⁻¹
Highest occupied orbital energy   -12.756 eV
Structure (SMILES)   CC(C)[C@H]1N=C2[C@H](C)C[NH2+][C@@]2(O)[C@H]1O

Structure (ORCA input):
```
! RIJCOSX wB97M-V def2-TZVPD def2/J DEFGRID3
* xyz 1 1
C -3.523 0.450 0.329
C -2.485 -0.609 0.411
C -2.176 -1.451 -0.894
C -1.193 -0.115 1.150
N -0.121 -1.169 0.894
C 0.975 -0.783 0.616
C 2.107 -1.187 -0.093
C 3.462 -1.085 0.629
C 2.103 -0.218 -1.417
N 1.572 1.121 -0.918
C 1.062 1.100 0.537
O 1.891 1.749 1.378
C -0.545 1.288 0.539
O -0.850 1.607 -0.812
H -3.194 1.384 0.685
H -4.354 0.283 1.090
H -4.011 0.506 -0.605
H -2.878 -1.413 1.226
H -2.955 -2.198 -1.125
H -1.106 -1.871 -0.971
H -2.167 -0.681 -1.707
H -1.303 0.081 2.196
H 1.981 -2.225 -0.531
H 3.246 -1.120 1.613
H 3.836 -0.093 0.254
H 4.169 -1.913 0.356
H 3.070 -0.230 -1.907
H 1.380 -0.426 -2.187
H 2.240 1.843 -1.156
H 0.762 1.267 -1.438
H 1.635 2.644 1.634
H -0.849 2.144 1.094
H -1.781 1.319 -0.872
*
```

Look up the gap between HOMO and LUMO of the second one.
0.124 hartree